(1)
A structure of composition C30H29N8ORuS. Source: the Open Molecules 2025 dataset; level of theory: ωB97M-V/def2-TZVPD.

Each line ends with the Löwdin charge.
CARTESIAN COORDINATES (ANGSTROEM)
Ru -0.2472 0.7790 0.9050  1.313
C -0.9303 3.6551 1.5087  -0.050
N -1.5075 2.4388 0.8409  -0.251
C -1.7057 2.6859 -0.6153  -0.086
C -0.3477 2.7057 -1.2633  -0.248
C -0.0098 3.5176 -2.3251  0.028
C 1.2800 3.4459 -2.8398  0.009
C 2.1915 2.5793 -2.2606  0.004
C 1.7831 1.7930 -1.1994  -0.085
N 0.5375 1.8475 -0.7184  -0.035
C -2.7561 1.9902 1.5159  -0.086
C -2.3881 1.2929 2.7964  -0.236
C -3.1263 1.3789 3.9592  0.028
C -2.7093 0.6622 5.0736  0.005
C -1.5616 -0.1102 4.9888  -0.008
C -0.8667 -0.1432 3.7946  -0.093
N -1.2732 0.5394 2.7190  -0.041
C 0.3637 3.3512 2.2061  -0.225
C 1.0286 4.2917 2.9741  0.026
C 2.2402 3.9499 3.5501  0.008
C 2.7558 2.6756 3.3442  -0.007
C 2.0367 1.7883 2.5750  -0.087
N 0.8625 2.1233 2.0166  -0.045
H -1.6565 4.0656 2.2114  0.148
H -0.7550 4.4212 0.7518  0.148
H -2.2541 3.6147 -0.7852  0.151
H -2.2973 1.8585 -1.0124  0.135
H -0.7397 4.1983 -2.7423  0.137
H 1.5682 4.0706 -3.6746  0.134
H 3.2073 2.5036 -2.6213  0.131
H 2.4549 1.0908 -0.7253  0.126
H -3.2546 1.2843 0.8486  0.140
H -3.4318 2.8298 1.6893  0.148
H -4.0129 1.9976 3.9951  0.137
H -3.2704 0.7143 5.9970  0.135
H -1.1986 -0.6751 5.8356  0.128
H 0.0419 -0.7205 3.6818  0.122
H 0.6040 5.2771 3.1136  0.140
H 2.7791 4.6687 4.1527  0.136
H 3.6995 2.3729 3.7745  0.130
H 2.3857 0.7814 2.3847  0.121
N -1.5985 -5.9886 0.4890  0.239
C -2.2461 -5.5669 1.5648  -0.415
N -2.9862 -6.3844 2.2831  0.242
N -2.1940 -4.2807 2.0026  0.195
C -1.6154 -3.3052 1.4933  -0.090
N -1.1372 -2.2926 1.1439  0.209
H -1.6534 -6.9485 0.1825  0.148
H -1.0206 -5.3698 -0.0540  0.134
H -3.0920 -7.3614 2.0567  0.150
H -3.4685 -6.0270 3.0932  0.148
C 3.0770 -4.0831 -7.0501  -0.055
C 2.6196 -3.5244 -5.7384  -0.698
O 2.3923 -4.1449 -4.7434  0.048
S 2.3993 -1.7112 -5.8172  1.034
C 1.7390 -1.4308 -4.2061  -0.520
C 2.4381 -1.8188 -3.0642  -0.063
C 1.8983 -1.6009 -1.8097  -0.024
C 0.6541 -0.9798 -1.6877  -0.270
C -0.0377 -0.5653 -2.8253  -0.034
C 0.5005 -0.8052 -4.0781  -0.065
C 0.0867 -0.7594 -0.3730  -0.121
C -0.5950 -1.1775 0.6351  -0.245
H 3.4216 -5.1035 -6.9048  0.097
H 3.8690 -3.4695 -7.4787  0.087
H 2.2370 -4.0798 -7.7469  0.099
H 3.4024 -2.2964 -3.1607  0.124
H 2.4421 -1.9116 -0.9257  0.125
H -1.0042 -0.0839 -2.7346  0.117
H -0.0481 -0.5207 -4.9664  0.117

Results
Total energy (eV): -58943.147
Net charge: +3
HOMO-LUMO gap (eV): 6.918

---

(2)
A structure of composition C22H17N6O8S3W. Source: the Open Molecules 2025 dataset; level of theory: ωB97M-V/def2-TZVPD.

Each line ends with the Löwdin charge.
CARTESIAN COORDINATES (ANGSTROEM)
W -0.1703 -0.7048 -0.0765  1.713
O 1.7088 0.0539 0.2624  -0.229
N 2.6928 -0.1689 -0.5429  0.111
N 2.3056 -0.7343 -1.5879  -0.156
O 1.0155 -0.9606 -1.7415  -0.218
C 3.2015 -1.1274 -2.6414  -0.166
C 4.2641 -0.2995 -2.9586  -0.001
C 5.1292 -0.7131 -3.9580  -0.052
C 4.9150 -1.9200 -4.6101  -0.054
C 3.8390 -2.7284 -4.2677  -0.046
C 2.9626 -2.3386 -3.2680  0.009
H 4.4041 0.6381 -2.4393  0.122
H 5.9676 -0.0875 -4.2305  0.116
H 5.5938 -2.2352 -5.3908  0.115
H 3.6871 -3.6726 -4.7719  0.116
H 2.1365 -2.9663 -2.9607  0.103
O 0.8308 -1.3900 3.8229  0.135
C 0.4763 -0.6107 2.9824  -0.477
O 0.0772 -1.0701 1.7799  -0.267
C 0.4250 0.8594 3.1692  -0.145
C 0.9711 1.3382 4.3604  0.001
C 0.9745 2.6881 4.6511  -0.052
C 0.4180 3.5803 3.7458  -0.055
C -0.1321 3.1212 2.5617  -0.115
C -0.1323 1.7612 2.2584  -0.515
S -0.9205 1.3936 0.7100  0.792
H 1.3935 0.6173 5.0466  0.126
H 1.4071 3.0430 5.5761  0.113
H 0.4104 4.6412 3.9576  0.115
H -0.5665 3.8210 1.8592  0.103
N -0.9772 -7.3010 4.1647  0.136
C -0.5912 -6.4929 3.1421  -0.296
C -0.1125 -5.1959 3.4021  0.003
C 0.2586 -4.3669 2.3716  -0.037
C 0.1520 -4.8249 1.0555  -0.335
C -0.3175 -6.1089 0.7752  -0.063
C -0.6852 -6.9351 1.8103  -0.015
S 0.5322 -3.7677 -0.2476  0.647
O 0.7080 -4.4995 -1.4638  -0.269
O 1.5579 -2.8066 0.1349  -0.324
N -0.7572 -2.7291 -0.4371  -0.239
C -1.9354 -2.7137 0.2678  -0.735
S -3.1570 -3.8442 0.6374  1.132
C -4.0628 -2.5603 1.3677  -0.346
C -3.4065 -1.3828 1.2863  -0.170
N -2.1874 -1.4968 0.6683  -0.103
H -0.7630 -7.0436 5.1112  0.108
H -1.1622 -8.2727 3.9928  0.107
H -0.0231 -4.8500 4.4242  0.124
H 0.6386 -3.3772 2.5881  0.093
H -0.3759 -6.4497 -0.2499  0.121
H -1.0408 -7.9365 1.6036  0.119
H -5.0135 -2.7587 1.8329  0.078
H -3.7401 -0.4298 1.6644  0.124
O -1.5035 -1.7421 -3.1726  0.239
N -1.1631 -0.7020 -3.0863  0.190
O -1.2879 -0.1752 -1.4064  -0.529

Results
Total energy (eV): -82732.586
Net charge: +1
HOMO-LUMO gap (eV): 6.428
Energy relative to the best compared isomer or geometry (same formula, charge and spin) (eV): 0.000

---

(3)
The ion C4H9N2 with charge +1 in a non-equilibrium geometry. Source: the Open Molecules 2025 dataset; level of theory: ωB97M-V/def2-TZVPD.

Each line ends with the Löwdin charge.
CARTESIAN COORDINATES (ANGSTROEM)
C 2.7925 -0.2896 -0.2014  -0.012
C 1.3551 -0.3021 -0.0407  -0.039
N 0.5768 0.6990 0.2541  0.092
C -0.7693 0.5747 0.4528  -0.183
N -1.5009 -0.3232 -0.1364  0.009
C -2.9189 -0.3102 -0.1426  -0.107
H 3.0543 -0.0008 -1.3115  0.167
H 3.1011 -1.3432 -0.2983  0.107
H 3.2829 0.2911 0.5095  0.081
H 0.7891 -1.3224 0.0482  0.193
H 1.0401 1.5978 0.3997  0.190
H -1.1206 1.4675 1.1302  0.182
H -3.1779 0.5360 -0.8512  0.116
H -3.2254 -1.2582 -0.6743  0.107
H -3.2790 -0.0164 0.8618  0.098

Results
Total energy (eV): -7265.385
Net charge: +1
HOMO-LUMO gap (eV): 9.024
Energy relative to the best compared isomer or geometry (same formula, charge and spin) (eV): 2.756
SMILES string: C/C=[NH+]/C=N/C

---

(4)
A structure of composition CLiNiO2 in a non-equilibrium geometry. Source: the Open Molecules 2025 dataset; level of theory: ωB97M-V/def2-TZVPD.

Each line ends with the Löwdin charge.
CARTESIAN COORDINATES (ANGSTROEM)
O 2.1510 0.8941 -2.6989  0.146
C 1.6529 0.7276 -1.7059  0.009
O -0.8519 -0.8294 0.9448  -0.098
Ni -2.4227 -1.3938 1.3380  1.176
Li 0.4220 0.3214 0.2416  0.767

Results
Total energy (eV): -46356.918
Net charge: +2
HOMO-LUMO gap (spin up / spin down) (eV): 10.087 / 7.159
Multiplicity: 4
<S²>: 3.768

---

(5)
A cluster of 9 separate species, C2H22NO8 in total in a non-equilibrium geometry. Source: the Open Molecules 2025 dataset; level of theory: ωB97M-V/def2-TZVPD.

Each line ends with the Löwdin charge.
CARTESIAN COORDINATES (ANGSTROEM)
C 2.7077 0.1699 2.1673  -0.027
C 2.3442 1.7458 0.3407  0.175
N 1.9139 0.9971 1.2844  0.008
H 3.6275 0.6242 2.5522  0.105
H 3.1997 -0.6620 1.6548  0.110
H 2.2088 -0.2932 3.0301  0.111
H 3.4172 1.8437 0.3868  0.122
H 1.8717 2.4830 -0.2907  0.114
H 0.9129 0.7836 1.3239  0.132
H -2.3338 2.2682 -0.3255  0.025
H -2.7045 1.0866 -1.0963  0.043
O -1.9755 1.7157 -1.0370  -0.046
H 0.2560 1.5461 -2.3509  0.032
H 1.4131 0.5679 -2.7514  0.036
O 1.1959 1.3659 -2.2606  -0.050
H -2.0223 1.2906 1.6182  0.041
H -2.6011 2.6014 2.0702  0.075
O -1.7587 2.1349 2.0159  -0.049
H 1.4425 -2.9767 -3.2721  0.023
H 2.7048 -2.0410 -3.5740  0.038
O 1.8947 -2.1511 -3.0757  -0.060
H -1.1981 0.8993 3.2945  -0.003
H -1.0008 0.7744 4.7288  0.038
O -1.2962 0.2022 4.0087  -0.092
H -2.6340 -2.3822 1.3268  0.071
H -3.4725 -1.9028 0.1564  0.059
O -2.5972 -1.7918 0.5556  -0.052
H -0.8065 -0.9119 0.2365  0.006
H 0.1136 -0.9497 -0.8902  0.040
O 0.1185 -0.6783 0.0364  -0.057
H -1.8551 -2.6165 -3.6178  0.038
H -1.1025 -3.2363 -2.4712  0.059
O -0.9783 -2.9597 -3.4151  -0.064

Results
Total energy (eV): -20294.015
Net charge: +1
HOMO-LUMO gap (eV): 10.042
Energy relative to the best compared isomer or geometry (same formula, charge and spin) (eV): 2.760

---

(6)
A cluster of 2 separate species, C21H27FNO4 in total in a non-equilibrium geometry. Source: the Open Molecules 2025 dataset; level of theory: ωB97M-V/def2-TZVPD.

Each line ends with the Löwdin charge.
CARTESIAN COORDINATES (ANGSTROEM)
C -0.7180 -2.0154 1.9324  -0.003
C -2.0807 -2.7493 1.9494  -0.308
F -2.5981 -2.7982 3.2268  0.017
C -2.0197 -4.1444 1.3642  0.018
C -1.6976 -4.4511 0.0965  -0.013
C -1.3089 -3.4486 -0.9220  -0.178
C -0.0639 -3.5646 -1.5149  -0.020
C 0.4009 -2.6673 -2.4574  -0.072
C -0.4098 -1.6025 -2.7905  -0.104
C -1.6616 -1.4516 -2.2259  -0.080
C -2.0968 -2.3755 -1.3019  -0.043
C -1.8056 -5.9557 -0.0296  -0.350
O -1.3750 -6.7211 -0.8327  0.195
O -2.5988 -6.3916 1.0422  0.140
C -2.3010 -5.4791 2.0522  -0.349
O -2.2422 -5.7631 3.2109  0.195
H 0.0485 -2.7541 2.1953  0.099
H -0.5476 -1.6391 0.9182  0.060
H -0.7601 -1.2058 2.6677  0.084
H -2.7911 -2.1793 1.3361  0.139
H 0.5938 -4.3907 -1.2435  0.132
H 1.3783 -2.8411 -2.8990  0.116
H -0.0636 -0.8739 -3.5236  0.109
H -2.2903 -0.6051 -2.4860  0.111
H -3.0846 -2.2652 -0.8564  0.125
C 2.3597 1.4642 1.2961  -0.003
C 1.8594 1.6798 -0.1499  -0.428
C 2.6535 2.7944 -0.8640  -0.103
C 2.2610 4.2142 -0.4647  -0.150
C 0.7553 4.4224 -0.6218  -0.104
C -0.0750 3.3907 0.1629  -0.435
N 0.3755 1.9764 -0.1517  0.095
O -0.0822 1.6523 -1.2170  0.214
C 0.0358 3.7050 1.6736  -0.020
C -1.5639 3.5960 -0.1427  -0.017
C 2.2043 0.3518 -0.8359  -0.020
H 1.9952 2.1856 2.0206  0.065
H 2.0603 0.4827 1.6653  0.095
H 3.4465 1.5142 1.3317  0.107
H 2.5142 2.6969 -1.9460  0.137
H 3.7171 2.6461 -0.6817  0.141
H 2.5812 4.4236 0.5579  0.118
H 2.7867 4.9259 -1.1040  0.133
H 0.4879 5.4241 -0.2862  0.145
H 0.4980 4.3737 -1.6855  0.139
H -0.3764 2.8937 2.2756  0.105
H -0.5278 4.6043 1.9105  0.102
H 1.0525 3.9053 2.0018  0.072
H -1.7901 3.5345 -1.2072  0.093
H -1.8783 4.5834 0.1851  0.104
H -2.1766 2.8614 0.3834  0.105
H 1.6192 -0.4731 -0.4255  0.089
H 3.2566 0.1246 -0.6755  0.112
H 2.0439 0.3790 -1.9137  0.089

Results
Total energy (eV): -34602.490
Net charge: +1
HOMO-LUMO gap (eV): 4.819

---

Q: Which of these has the highest total energy?
A: C4H9N2

---

Q: Which of these has the highest total energy?
A: C4H9N2